1.
A structure of composition C29H45Cl2LaN6O11Si, computed with ωB97M-V/def2-TZVPD.

Values from the calculation:
Energy relative to the best compared isomer or geometry (same formula, charge and spin), eV: 0.000
LUMO level (alpha / beta), eV: 0.14 / -0.88
E_tot, a.u.: -3529.5275
E_HOMO (alpha / beta), eV: -7.746 / -5.647
Orbital gap (alpha / beta), hartree: 0.28972 / 0.17538

```
! wB97M-V def2-TZVPD RIJCOSX def2/J DEFGRID3
* xyz 0 1
C -1.51340 -0.20373 -5.13547
C -1.04318 -1.42089 -4.33560
H -0.59399 0.19864 -5.60788
H -1.81986 0.55063 -4.39707
H -2.30621 -0.32777 -5.89817
C -0.49701 -2.54914 -4.90409
C -0.09220 -2.60435 -6.30827
H -0.19011 -3.36178 -4.26166
H 0.29398 -1.63960 -6.67123
H -0.89969 -2.90553 -6.98754
H 0.71773 -3.32753 -6.43513
La 0.42605 1.20863 0.79235
Cl -2.14805 1.67896 -0.15175
C -0.35203 -2.20565 1.60194
O 0.34472 -1.25523 1.16055
N 0.13893 -3.17460 2.37393
C 1.58318 -3.42996 2.37984
C -0.73360 -4.22626 2.87918
H -1.43433 -2.27958 1.39878
H 2.13790 -2.49591 2.52486
H 1.91191 -3.91569 1.44797
H 1.78081 -4.10584 3.21448
H -1.69341 -3.76906 3.16127
H -0.25524 -4.67720 3.75542
H -0.91758 -4.99255 2.10854
H 1.72112 4.33664 4.65588
H -0.54711 4.79456 4.99680
C 1.67996 4.16894 3.58295
C -0.70098 4.95938 3.92789
N 0.28775 4.22525 3.14302
H 2.08012 3.17682 3.33275
C 0.06224 3.99456 1.84962
O 0.97804 3.65684 1.03990
H -1.70596 4.61949 3.63957
H -0.98993 4.03156 1.52325
H 2.25951 4.92544 3.03244
H -0.64386 6.04286 3.73565
H 1.68150 0.31256 -3.83727
H 2.59600 -2.63412 -3.82142
C 2.75082 0.22010 -3.58890
C 3.40628 -2.14953 -3.25362
N 2.95271 -0.89078 -2.66195
H 3.10351 1.15961 -3.14562
C 2.70767 -0.80627 -1.33998
O 2.30519 0.21203 -0.73126
H 3.74506 -2.82850 -2.46001
H 2.89555 -1.74203 -0.78278
H 3.31215 -0.01609 -4.49834
H 4.22821 -1.94573 -3.95009
O -0.11404 -0.52957 -3.32874
C -1.13041 -1.33773 -2.78551
C 0.45887 -3.10002 -1.79217
C -0.80414 -2.53262 -1.92310
H 1.31995 -2.54350 -2.17703
C 0.64183 -4.35600 -1.20370
H -2.02214 -0.80579 -2.44038
C -1.87269 -3.18842 -1.28800
H 1.64318 -4.79330 -1.16467
C -0.45855 -5.06113 -0.70570
C -1.72297 -4.46058 -0.74044
H -2.85160 -2.69481 -1.25224
H -0.31894 -6.07306 -0.29583
H -2.59121 -5.00921 -0.35299
Si 0.18308 4.11511 -2.25489
Cl 0.59241 2.02994 -1.71870
C 1.81849 4.85390 -1.65000
C -1.30133 4.85275 -1.37960
C 0.03705 4.41077 -4.07097
H 2.14571 4.39717 -0.70260
H 1.70082 5.93595 -1.49564
H 2.58930 4.67971 -2.41545
H 0.90274 4.03497 -4.62826
H -0.00704 5.51087 -4.16250
H -0.87787 3.97984 -4.49723
H -1.99601 4.09425 -0.99740
H -1.83408 5.49090 -2.10324
H -0.97796 5.48316 -0.54063
O -1.21477 -0.66379 8.09046
N -2.12931 -0.69807 7.24844
O -3.32373 -0.88958 7.53688
C -1.77881 -0.50384 5.85352
C -0.43704 -0.28667 5.52209
C -0.13832 0.12132 4.22180
C -1.26358 0.50422 3.36387
O -1.26548 1.52358 2.59851
C -2.46300 -0.28876 3.59661
C -2.81789 -0.56402 4.89900
N -3.36579 -0.58927 2.45371
O -4.57838 -0.69162 2.67940
O -2.83366 -0.72872 1.33489
N 1.23896 0.26005 3.84644
O 2.13647 -0.29604 4.47493
O 1.55004 0.98989 2.81641
H 0.36701 -0.36661 6.25010
H -3.84602 -0.80815 5.18686
*
```

2.
A structure of composition C26H40CuN5Se, computed with ωB97M-V/def2-TZVPD.

Values from the calculation:
LUMO level (alpha / beta), eV: -3.21 / -3.54
E_tot, a.u.: -5330.2927
E_HOMO (alpha / beta), eV: -10.353 / -10.042
Expectation value of S²: 0.76
Orbital gap (alpha / beta), hartree: 0.26262 / 0.23900

```
! wB97M-V def2-TZVPD RIJCOSX def2/J DEFGRID3
* xyz 1 2
Cu 1.45618 -0.12115 -0.43300
N -3.19091 -0.90543 2.22497
C -3.08378 -1.75335 3.43022
C -2.04971 -1.13438 4.37508
C -0.62375 -1.28190 3.85866
N -0.43804 -0.44574 2.62344
C -0.28360 -2.73505 3.55023
C -1.27086 -3.40184 2.59540
N -1.08772 -2.85536 1.24276
C -2.70821 -3.19457 3.07757
H -3.79677 -0.11486 2.41302
H -3.59700 -1.42465 1.45593
H -1.25517 -0.61098 2.00635
H -4.04159 -1.79036 3.95908
H -2.10182 -1.63486 5.34443
H -2.28901 -0.08088 4.55126
H 0.08464 -0.90012 4.59450
H 0.43644 -0.72018 2.12583
H -0.40157 0.55192 2.84357
H -0.28733 -3.27547 4.49953
H 0.73013 -2.80094 3.14841
H -1.06990 -4.47923 2.62432
H -1.61104 -3.40475 0.57058
H -0.10868 -2.91109 0.97182
H -2.85133 -3.80198 3.97505
H -3.41007 -3.58303 2.33293
C 4.22567 0.14150 -2.71319
C 3.31050 -0.69622 -3.56463
C 3.82200 -1.61533 -4.47412
C 2.98311 -2.42327 -5.22360
C 1.60877 -2.32800 -5.07025
C 1.05540 -1.42528 -4.17159
C -0.43297 -1.31737 -3.97944
C 1.92461 -0.61586 -3.44135
N 1.36214 0.26434 -2.46434
C 1.02043 1.45436 -2.75131
C 1.15278 2.09485 -4.09454
C 0.42075 2.25013 -1.60940
C -0.16777 3.59493 -1.88168
N 0.46654 1.68144 -0.47396
C -0.15174 2.17842 0.70371
C -1.54180 2.10303 0.83575
C -2.41656 1.61849 -0.28861
C -2.10217 2.47224 2.05615
C -1.30911 2.89442 3.11043
C 0.07032 2.96258 2.95354
C 0.67338 2.60706 1.75241
C 2.16077 2.69977 1.56902
H 5.20432 0.23558 -3.18068
H 4.36106 -0.31838 -1.73044
H 3.83573 1.14617 -2.54663
H 4.89591 -1.69442 -4.59036
H 3.40096 -3.13215 -5.92576
H 0.95220 -2.96484 -5.65024
H -0.94682 -2.11883 -4.50668
H -0.82222 -0.36882 -4.35969
H -0.69747 -1.37546 -2.92045
H 1.55135 1.39251 -4.82191
H 1.82195 2.95625 -4.03363
H 0.18681 2.46364 -4.44374
H 0.57571 4.23984 -2.35296
H -0.51451 4.06376 -0.96381
H -1.00378 3.51200 -2.57927
H -1.94447 0.81079 -0.84979
H -2.64575 2.42509 -0.98892
H -3.36601 1.25364 0.09821
H -3.17869 2.42679 2.17430
H -1.76255 3.18307 4.04965
H 0.69206 3.30742 3.77061
H 2.64808 2.97800 2.50136
H 2.41821 3.44910 0.81722
H 2.57956 1.74738 1.23200
Se 2.47377 -1.40409 1.06067
*
```

3.
A structure of composition C27H41ClN2O4S3V, computed with ωB97M-V/def2-TZVPD.

Values from the calculation:
Energy relative to the best compared isomer or geometry (same formula, charge and spin), eV: 0.000
LUMO level (alpha / beta), eV: -4.71 / -4.71
E_tot, a.u.: -4062.2904
E_HOMO (alpha / beta), eV: -11.116 / -11.116
Orbital gap (alpha / beta), hartree: 0.23557 / 0.23554

```
! wB97M-V def2-TZVPD RIJCOSX def2/J DEFGRID3
* xyz 1 1
V -1.02029 -0.75838 -0.04556
C 1.90529 -1.01117 5.21982
C 3.14485 -0.16482 4.93318
S 2.81237 1.30123 3.91287
C 3.84927 1.05833 2.45027
C 3.14600 0.74832 1.13117
S 2.50966 -0.89962 0.67117
C 3.01308 -2.00976 2.02334
C 1.90019 -2.59508 2.88150
S 0.87044 -1.45135 3.81324
H 2.19401 -1.91229 5.76487
H 1.22645 -0.45673 5.87097
H 3.55305 0.18308 5.88255
H 3.92836 -0.75574 4.46215
H 4.35408 2.01255 2.29118
H 4.64645 0.34954 2.67539
H 2.26874 1.38731 1.00399
H 3.83507 0.96763 0.31184
H 3.51636 -2.82415 1.49928
H 3.75593 -1.47962 2.61160
H 1.21016 -3.15031 2.25099
H 2.35537 -3.31675 3.56314
O -0.98793 -2.47443 0.84811
Cl -0.31897 -3.16371 -0.41085
O 1.11187 -3.48857 -0.19988
O -2.50029 -0.92173 -0.43310
O 0.99570 -0.77440 0.67331
C -3.47090 1.43894 -1.74905
C -2.95221 1.31683 -3.17817
C -2.19964 2.59310 -3.58609
C -2.21789 0.04987 -3.64678
C -2.76832 -0.50323 -4.79795
C -2.14191 -1.50942 -5.50826
C -0.90856 -1.94718 -5.09237
C -0.30691 -1.47221 -3.92491
C 1.11043 -2.01178 -3.72405
C 1.98054 -1.35568 -2.66611
C 1.11131 -3.53913 -3.56544
C -1.00226 -0.51079 -3.16942
N -0.50463 -0.05195 -1.88151
C 0.02694 1.14556 -1.79098
C -0.02867 1.79446 -0.55716
C 0.36799 3.03768 -0.04850
C -0.17535 3.13522 1.22488
C -0.89759 1.94874 1.47675
N -0.81190 1.15603 0.40078
C -1.74047 1.57794 2.66436
C -3.01693 2.43671 2.62555
C -0.97776 1.84803 3.96215
C -2.12643 0.10201 2.56432
H -4.10973 2.32307 -1.69875
H -2.67986 1.57618 -1.01673
H -4.07187 0.57774 -1.46313
H -3.85094 1.31134 -3.79648
H -1.41517 2.85840 -2.87670
H -2.89622 3.43267 -3.60360
H -1.75834 2.50083 -4.57916
H -3.70422 -0.10522 -5.16800
H -2.59439 -1.90932 -6.40579
H -0.36987 -2.66621 -5.69544
H 1.59864 -1.80761 -4.68322
H 1.60967 -1.54232 -1.66487
H 2.06638 -0.27741 -2.81243
H 2.98501 -1.77759 -2.72445
H 0.46714 -3.86779 -2.75136
H 2.11846 -3.89973 -3.35493
H 0.75800 -4.03929 -4.46472
H 0.41436 1.62507 -2.68459
H 0.94859 3.78200 -0.57102
H -0.09348 3.97188 1.89941
H -2.77625 3.49592 2.72032
H -3.67419 2.16197 3.45222
H -3.55859 2.28832 1.68953
H -0.69108 2.89750 4.04233
H -0.07070 1.24708 4.00962
H -1.61355 1.60885 4.81660
H -2.88070 -0.06069 1.79421
H -2.54898 -0.26161 3.50178
H -1.23230 -0.52313 2.40074
*
```

4.
The molecule C3H8N2S, computed with ωB97M-V/def2-TZVPD.

Values from the calculation:
Energy relative to the best compared isomer or geometry (same formula, charge and spin), eV: 2.665
LUMO level, eV: 0.85
E_tot, a.u.: -626.7254
SMILES: CN/N=C\SC
E_HOMO, eV: -7.740
Orbital gap, hartree: 0.31584

```
! wB97M-V def2-TZVPD RIJCOSX def2/J DEFGRID3
* xyz 0 1
C -1.42729 0.67878 1.60176
N -0.53965 -0.49393 1.45058
N 0.82288 -0.28553 1.30106
C 1.23559 0.25384 0.18843
S 0.58926 0.39522 -1.47698
C -0.66709 -0.91167 -1.49505
H -1.17794 1.28173 2.46416
H -2.42331 0.28684 1.65631
H -1.33262 1.26512 0.70253
H -0.73337 -1.21784 2.18050
H 2.14373 0.85306 0.24983
H -0.28260 -1.84061 -1.05943
H -0.82541 -1.06002 -2.59324
H -1.62650 -0.56128 -1.00138
*
```

5.
The molecule C4H6O2, computed with ωB97M-V/def2-TZVPD.

Values from the calculation:
Energy relative to the best compared isomer or geometry (same formula, charge and spin), eV: 1.579
LUMO level, eV: 0.86
E_tot, a.u.: -306.4483
SMILES: C[C@H]1OCC1=O
E_HOMO, eV: -9.974
Orbital gap, hartree: 0.39799

```
! wB97M-V def2-TZVPD RIJCOSX def2/J DEFGRID3
* xyz 0 1
C -1.59075 -0.44931 -0.29888
C -0.29327 -0.23091 0.44159
O 0.81947 -1.01368 -0.05126
C 1.72326 0.09980 -0.06543
C 0.52904 1.02174 0.14254
O 0.29454 2.18333 -0.02329
H -2.34403 0.25944 0.06021
H -1.45358 -0.30375 -1.37381
H -1.95733 -1.46551 -0.12658
H -0.42073 -0.38428 1.52472
H 2.26692 0.20827 -1.00824
H 2.42645 0.07486 0.77843
*
```

6.
The molecule CH5N3S2, computed with ωB97M-V/def2-TZVPD.

Values from the calculation:
Energy relative to the best compared isomer or geometry (same formula, charge and spin), eV: 1.643
LUMO level, eV: 0.54
E_tot, a.u.: -1001.6569
SMILES: N=C(NS)NS
E_HOMO, eV: -9.251
Orbital gap, hartree: 0.35968

```
! wB97M-V def2-TZVPD RIJCOSX def2/J DEFGRID3
* xyz 0 1
N -1.26348 -1.47962 -0.12368
C -0.38796 -0.56601 -0.04258
N -0.48260 0.78183 0.15695
S -1.79626 1.62335 0.41894
N 0.81787 -0.88853 -0.78820
S 2.36534 -0.64481 -0.20360
H -2.23230 -1.22530 0.34215
H 0.61748 1.15069 0.22775
H -1.81360 2.06692 1.74290
H 0.42025 -1.80461 -1.18665
H 2.72809 -1.34389 0.96845
*
```

What did we get for F_max? Answer: 0.07202; 0.00292; 0.00332; 0.04664; 0.01125; 0.13379 Eh/bohr, in the order shown.